Record 1
{"formula": "C12H36ClO12", "method": "wB97M-V/def2-TZVPD", "total_charge": -1, "lumo_energy_ev": 2.45, "homo_ev": -4.8, "relative_energy_kj_mol": 276.18, "homo_lumo_gap_ev": 7.27, "energy_ev": -50117.9539, "elements": ["Cl", "C", "C", "O", "O", "H", "H", "H", "H", "H", "H", "C", "C", "O", "O", "H", "H", "H", "H", "H", "H", "C", "C", "O", "O", "H", "H", "H", "H", "H", "H", "C", "C", "O", "O", "H", "H", "H", "H", "H", "H", "C", "C", "O", "O", "H", "H", "H", "H", "H", "H", "C", "C", "O", "O", "H", "H", "H", "H", "H", "H"], "positions_angstrom": [[-0.306935, -1.474176, 1.543080], [6.217995, 2.243724, 1.394660], [4.988735, 1.468244, 1.899860], [3.882115, 1.563584, 1.032020], [6.710135, 1.667804, 0.189300], [7.040215, 2.294544, 2.108430], [5.990665, 3.270664, 1.108630], [4.724635, 1.862394, 2.881180], [5.189355, 0.400484, 1.987770], [3.161575, 1.000234, 1.323670], [7.379235, 1.063114, 0.518340], [-2.555545, -5.833866, -0.357380], [-1.579405, -5.731796, -1.540620], [-1.215945, -4.370056, -1.805020], [-1.990065, -5.668976, 0.898480], [-3.005485, -6.826576, -0.343960], [-3.398495, -5.181226, -0.584590], [-2.018675, -6.253686, -2.390790], [-0.697215, -6.341726, -1.346120], [-1.448345, -3.892296, -1.005430], [-1.616405, -4.792716, 1.017380], [-0.659485, 3.262884, 4.315940], [-1.211575, 4.256424, 3.205640], [-2.231045, 5.002194, 3.699710], [-1.566045, 2.209084, 4.582920], [-0.323955, 3.832444, 5.182610], [0.243585, 2.766484, 3.960780], [-1.545085, 3.795754, 2.275780], [-0.362995, 4.875994, 2.915580], [-1.851385, 5.497954, 4.428870], [-1.456185, 1.619834, 3.833050], [-0.220585, 3.546674, -2.451030], [0.386855, 4.146924, -3.681120], [1.830835, 4.151124, -3.759110], [-0.126275, 2.154634, -2.402180], [-1.271825, 3.801634, -2.316920], [0.318345, 4.053494, -1.650540], [0.152325, 5.210734, -3.718720], [-0.080115, 3.738364, -4.577290], [2.057065, 4.549154, -4.602900], [0.014145, 1.874664, -1.494710], [-7.236275, 0.357204, -1.377960], [-5.760925, 0.724144, -1.009780], [-5.240695, 0.102804, 0.151930], [-7.988885, 0.602334, -0.228270], [-7.395495, -0.666276, -1.717450], [-7.620435, 1.038884, -2.136790], [-5.635915, 1.800924, -0.895700], [-5.136955, 0.478574, -1.869120], [-4.282875, 0.162234, 0.177350], [-7.755545, 0.000064, 0.481960], [3.909435, -3.847246, -1.591270], [4.171355, -4.435056, -0.184060], [2.931115, -4.630376, 0.523030], [3.188865, -2.624716, -1.683720], [3.304065, -4.530426, -2.187000], [4.859885, -3.568456, -2.046270], [4.788625, -3.751826, 0.399270], [4.607965, -5.430546, -0.264460], [2.447865, -3.801596, 0.557630], [2.296075, -2.794806, -1.374560]], "forces_ev_per_a": [[0.003, -0.073, -0.174], [-0.833, -0.090, -0.964], [-0.067, 0.001, 0.269], [0.203, 0.960, -0.615], [0.556, -0.268, 0.286], [-0.282, -0.145, 0.502], [-0.485, 0.069, 0.345], [0.028, 0.035, 0.342], [0.674, -0.069, 0.298], [0.050, -0.193, 0.133], [0.084, -0.343, -0.604], [-0.041, -0.685, -1.240], [-0.017, -0.180, 0.749], [-0.331, -0.977, -0.205], [0.174, 0.054, 0.594], [0.166, -0.239, -0.077], [-0.106, 0.555, 0.259], [-0.361, 0.657, -0.453], [0.345, 0.173, 0.392], [0.224, 0.533, 0.024], [0.094, 0.346, 0.073], [-0.055, -0.302, -2.312], [2.291, -1.650, 0.496], [-1.587, 1.400, 0.704], [-0.113, 0.630, 0.623], [-0.670, -0.056, 0.402], [0.422, 0.358, -0.323], [-0.063, -0.545, 0.278], [0.354, 0.284, -0.118], [-0.361, 0.194, 0.187], [-0.193, -0.425, 0.015], [0.674, 0.464, 0.718], [0.024, 1.086, -1.263], [-0.598, -0.853, 0.518], [0.356, -0.484, -0.216], [-0.141, 0.546, -0.494], [0.093, -0.276, 0.558], [-0.702, 0.168, 0.347], [0.228, -0.475, -0.185], [0.006, -0.053, -0.003], [0.053, -0.167, 0.030], [1.454, 0.348, 1.443], [0.569, 0.017, -1.418], [-1.140, -0.540, 0.114], [-1.489, 0.319, 0.591], [0.424, -0.175, -0.127], [0.277, 0.017, -0.096], [-0.586, 0.263, 0.033], [0.148, -0.222, -0.258], [0.059, 0.014, -0.160], [0.337, -0.083, -0.098], [-0.071, 0.227, -0.091], [-1.687, 0.818, -0.162], [0.564, -0.414, -0.391], [0.186, 0.122, 0.956], [0.590, -0.690, -0.094], [0.138, -0.605, -0.221], [0.354, -0.051, -0.046], [0.218, 0.162, -0.060], [-0.093, 0.300, 0.186], [-0.348, 0.205, 0.002]]}


Record 2
{"formula": "C12H36ClO6S2", "method": "wB97M-V/def2-TZVPD", "total_charge": -1, "lumo_energy_ev": 2.50, "homo_ev": -5.6, "relative_energy_kj_mol": 341.10, "homo_lumo_gap_ev": 8.05, "energy_ev": -59497.9717, "elements": ["Cl", "C", "C", "O", "H", "H", "H", "H", "H", "H", "C", "C", "O", "H", "H", "H", "H", "H", "H", "C", "C", "O", "H", "H", "H", "H", "H", "H", "C", "C", "O", "H", "H", "H", "H", "H", "H", "C", "S", "O", "C", "H", "H", "H", "H", "H", "H", "C", "S", "O", "C", "H", "H", "H", "H", "H", "H"], "positions_angstrom": [[53.227000, 4.458000, 49.760000], [51.171000, 2.647000, 54.101000], [51.179000, 2.720000, 52.652000], [51.489000, 4.041000, 52.164000], [50.751000, 1.716000, 54.335000], [50.452000, 3.429000, 54.359000], [51.802000, 2.645000, 54.846000], [50.208000, 2.385000, 52.335000], [51.700000, 1.848000, 52.261000], [51.337000, 4.194000, 51.137000], [51.820000, -0.733000, 49.559000], [52.847000, 0.400000, 50.064000], [52.934000, 1.306000, 49.020000], [51.553000, -1.491000, 50.248000], [52.383000, -1.254000, 48.930000], [50.981000, -0.316000, 49.296000], [53.655000, -0.071000, 50.411000], [52.312000, 0.939000, 50.960000], [53.153000, 2.240000, 49.315000], [50.890000, 9.089000, 49.847000], [51.597000, 7.775000, 49.987000], [50.963000, 6.666000, 50.407000], [50.459000, 9.573000, 50.779000], [50.221000, 9.035000, 49.093000], [51.576000, 9.878000, 49.878000], [52.464000, 7.853000, 50.687000], [52.199000, 7.598000, 49.059000], [51.471000, 6.039000, 50.111000], [57.151000, 1.904000, 48.217000], [56.005000, 2.275000, 49.087000], [56.199000, 3.644000, 49.368000], [58.034000, 2.286000, 48.599000], [56.921000, 2.203000, 47.155000], [57.014000, 0.723000, 48.386000], [55.759000, 1.781000, 49.809000], [55.208000, 2.104000, 48.481000], [55.333000, 3.964000, 49.760000], [47.743000, 1.794000, 48.280000], [48.066000, 3.333000, 49.051000], [47.468000, 3.413000, 50.520000], [49.726000, 2.841000, 49.466000], [47.998000, 0.940000, 49.090000], [48.361000, 1.678000, 47.403000], [46.845000, 1.711000, 47.902000], [50.397000, 3.520000, 49.732000], [50.348000, 2.528000, 48.654000], [49.699000, 1.984000, 50.123000], [55.190000, 2.943000, 52.974000], [53.968000, 4.174000, 53.346000], [54.185000, 4.480000, 54.831000], [54.838000, 5.568000, 52.539000], [54.872000, 2.033000, 53.431000], [56.205000, 2.972000, 53.116000], [55.462000, 2.894000, 51.814000], [54.527000, 6.552000, 52.911000], [54.700000, 5.484000, 51.510000], [56.044000, 5.561000, 52.994000]], "forces_ev_per_a": [[-0.188, -0.200, -0.443], [-4.794, 1.227, -1.167], [0.779, 0.220, -2.257], [-1.177, -0.564, -2.171], [-1.533, -1.601, 0.144], [-0.278, -0.133, 0.564], [5.177, 0.919, 2.702], [-1.101, 0.586, -0.066], [1.390, 0.520, -0.455], [0.695, -1.008, 3.344], [4.069, 1.138, 4.431], [-7.114, 1.475, 0.920], [0.861, 1.106, -0.568], [-0.075, -0.502, 1.633], [1.688, -1.937, -3.836], [-4.340, 2.300, -2.319], [3.853, -1.421, 1.015], [1.279, -1.135, -1.417], [-0.328, -1.045, -0.098], [0.397, -0.099, 4.357], [4.247, 1.750, 0.208], [-6.627, 3.979, 2.357], [-0.737, -1.733, -0.444], [-2.177, 0.554, -2.492], [1.785, 1.017, -1.719], [-0.244, 0.874, -0.027], [-0.897, -0.015, 0.001], [4.348, -6.270, -2.311], [-2.403, -4.154, -0.546], [3.589, 6.948, -7.491], [-1.485, 0.822, 1.309], [1.971, 0.445, 0.481], [0.584, -0.383, 1.161], [1.321, 2.052, -1.194], [-1.430, -5.843, 8.917], [-2.879, 0.131, -2.041], [1.010, 0.007, -0.765], [4.315, -2.543, 3.265], [0.143, 1.225, 3.999], [0.496, -0.495, -3.553], [-1.147, -2.851, -1.801], [-0.765, 1.772, -2.019], [0.824, 0.108, -0.017], [-5.135, -0.336, -1.252], [1.848, 3.730, 2.144], [-0.280, -0.776, -1.486], [-0.305, 0.065, 0.498], [-0.450, -0.677, -4.012], [2.044, 1.686, 2.080], [-0.554, -0.458, -0.970], [3.452, 0.223, 3.305], [-0.573, -0.874, -0.227], [2.621, 1.459, 2.109], [-2.010, -0.365, 1.707], [-0.669, -0.538, -0.016], [0.272, -0.031, -1.765], [-3.365, -0.354, -1.707]]}


Question: What is the formula in the first record?
Answer: C12H36ClO12